This record from OMol25 describes a 3-piece molecular cluster, C5H15NSi overall. The level of theory is ωB97M-V/def2-TZVPD.

Results
LUMO: 0.12 eV
Orbital gap: 8.581 eV
Total energy: -14792.941 eV
Energy above the lowest of the compared OMol25 structures with the same formula, charge and spin: 78.39 kcal/mol
2S+1: 1

Geometry (Å):
C 1.779793 0.682121 1.561025
C 0.625445 -1.292490 -0.757703
C -2.439009 -1.100265 -1.089352
C 2.770679 0.849933 0.528732
C -1.082348 0.428024 1.384422
N -0.692068 1.119202 -1.368956
Si -0.941004 -0.220141 -0.319052
H 0.312766 0.971356 1.436675
H 1.510038 -0.239030 1.854673
H 2.020394 1.436977 2.446881
H 0.254144 -2.118677 -1.303236
H 1.178947 -0.754625 -1.442085
H 1.217372 -1.646712 0.063579
H -3.289996 -0.349223 -1.402570
H -2.171210 -1.714061 -1.975319
H -2.814927 -1.846179 -0.491742
H 2.783641 0.098108 -0.283648
H 3.340855 1.772141 0.669145
H -1.833553 1.091824 1.747293
H -1.090899 -0.326007 2.128387
H -1.214246 1.226801 -2.166866
H -0.224815 1.930922 -1.220283

Force components x, y, z for each atom (eV/Å):
6.70 4.64 -0.72
-2.13 -0.16 2.14
-0.17 2.27 -2.16
-3.59 -0.60 2.77
3.26 0.75 -0.03
-0.67 -1.93 0.79
0.39 -0.04 -1.72
-4.20 -0.87 -0.16
-1.30 -3.10 0.68
-1.08 -1.61 -1.77
-0.41 -1.24 -0.45
1.29 1.39 -1.20
0.43 -0.29 0.35
1.60 -1.50 0.72
0.15 0.80 0.07
-1.29 -1.49 1.93
0.60 0.94 0.50
0.02 -0.46 -1.02
-0.42 1.04 -0.48
0.54 -1.08 0.86
-1.51 0.01 -2.09
1.79 2.54 0.99

The Löwdin scheme yields these atomic charges, measured in e: atom 1 (C): -0.20, atom 2 (C): -0.16, atom 3 (C): -0.19, atom 4 (C): 0.01, atom 5 (C): -0.17, atom 6 (N): -0.04, atom 7 (Si): 0.40, atom 8 (H): 0.09, atom 9 (H): 0.00, atom 10 (H): 0.12, atom 11 (H): 0.00, atom 12 (H): -0.02, atom 13 (H): 0.01, atom 14 (H): 0.07, atom 15 (H): 0.03, atom 16 (H): -0.03, atom 17 (H): 0.04, atom 18 (H): 0.05, atom 19 (H): 0.00, atom 20 (H): -0.01, atom 21 (H): -0.01, atom 22 (H): -0.01